Density functional theory data (wB97M-V/def2-TZVPD) for a single C6H16N2 molecule at a distorted geometry.

E_HOMO	-8.6	eV
E_tot	-347.6590	Ha
SMILES	CN(C)CCCCN

CARTESIAN COORDINATES (ANGSTROEM)
C -0.10 -2.09 1.05
N -1.06 -1.01 1.27
C -1.25 -0.67 2.68
C -0.64 0.26 0.64
C -0.73 0.17 -0.91
C 0.53 0.00 -1.71
C 1.55 1.18 -1.55
N 1.04 2.52 -1.81
H 0.77 -1.75 0.48
H -0.52 -2.98 0.62
H 0.36 -2.38 2.01
H -2.25 -0.25 2.81
H -1.20 -1.52 3.38
H -0.42 -0.09 3.11
H 0.42 0.49 0.86
H -1.29 1.04 1.02
H -1.44 -0.61 -1.22
H -1.22 1.12 -1.15
H 1.17 -0.87 -1.51
H 0.51 -0.10 -2.80
H 2.02 1.25 -0.56
H 2.42 0.89 -2.15
H 0.03 2.52 -1.86
H 1.29 2.90 -2.71